{"formula": "C4H13NO2", "method": "ωB97M-V with the def2-TZVPD basis set", "e_lumo_ev": 0.7677, "fmax_ha_per_bohr": 0.022, "de_lowest_kcal_mol": 28.8, "symbols": ["C", "N", "C", "C", "C", "O", "H", "H", "H", "H", "H", "H", "H", "H", "H", "H", "H", "H", "H", "O"], "xyz": [[1.87, 0.73, -1.08], [1.11, 0.59, 0.14], [1.98, 0.14, 1.24], [0.04, -0.36, -0.08], [-0.90, -0.48, 1.12], [-2.17, -0.97, 0.74], [2.66, 1.48, -1.01], [2.28, -0.23, -1.43], [1.19, 1.08, -1.86], [1.86, -0.92, 1.45], [1.70, 0.67, 2.15], [3.00, 0.40, 1.00], [0.41, -1.35, -0.39], [-0.60, 0.01, -0.89], [-0.99, 0.54, 1.52], [-0.54, -1.10, 1.94], [-2.77, -0.25, 0.55], [-3.90, -0.41, -1.34], [-2.64, 0.10, -1.91], [-3.59, 0.33, -1.88]], "nbo_charge": [-0.411, -0.436, -0.428, -0.234, -0.071, -0.734, 0.203, 0.163, 0.198, 0.179, 0.200, 0.202, 0.165, 0.182, 0.170, 0.176, 0.474, 0.465, 0.466, -0.928]}

---

{"formula": "C31H61BrClIN2O17P3S", "method": "ωB97M-V with the def2-TZVPD basis set", "e_lumo_ev": -3.9265, "total_charge": 1, "fmax_ha_per_bohr": 0.204, "symbols": ["C", "C", "P", "C", "C", "C", "N", "N", "C", "I", "P", "O", "Br", "C", "C", "C", "C", "C", "C", "O", "C", "C", "O", "P", "O", "O", "S", "C", "Cl", "H", "H", "H", "H", "H", "H", "H", "H", "H", "H", "H", "H", "H", "H", "H", "H", "H", "H", "H", "H", "H", "H", "H", "H", "H", "H", "H", "H", "H", "C", "C", "O", "C", "O", "O", "C", "H", "H", "H", "H", "H", "H", "H", "H", "C", "C", "O", "C", "O", "O", "C", "H", "H", "H", "H", "H", "H", "H", "H", "C", "C", "O", "C", "O", "O", "C", "H", "H", "H", "H", "H", "H", "H", "H", "C", "C", "O", "C", "O", "O", "C", "H", "H", "H", "H", "H", "H", "H", "H"], "xyz": [[-4.81, 0.76, 2.33], [-4.95, 0.72, 0.79], [-3.30, 0.90, -0.03], [-3.65, 1.79, -1.64], [-2.85, 3.12, -1.74], [-2.70, -0.77, -0.62], [-3.34, -1.66, -1.27], [-4.64, -1.53, -1.68], [-2.42, -2.81, -1.52], [-1.61, -2.13, -3.46], [-3.11, -4.56, -1.99], [-4.72, -4.46, -1.79], [-2.82, -4.93, -4.20], [-1.46, -2.73, -0.32], [-0.27, -3.69, -0.62], [1.08, -3.27, 0.01], [1.02, -2.66, 1.40], [2.09, -1.57, 1.57], [1.55, -0.69, 2.69], [2.37, 0.42, 3.01], [2.13, 1.44, 2.18], [3.21, 2.50, 2.14], [1.14, 1.52, 1.53], [-2.26, -3.29, 1.28], [-1.36, -4.41, 1.99], [-2.33, -2.05, 2.32], [-4.05, -3.95, 1.06], [-1.27, -1.19, -0.24], [0.06, -0.40, -1.09], [-5.60, 1.35, 2.77], [-3.89, 1.29, 2.58], [-4.78, -0.24, 2.74], [-5.52, 1.59, 0.51], [-5.53, -0.14, 0.47], [-3.33, 1.15, -2.45], [-4.72, 1.94, -1.75], [-2.13, 3.24, -0.95], [-3.56, 3.94, -1.77], [-2.33, 3.12, -2.69], [-4.78, -2.07, -2.53], [-5.28, -1.81, -0.95], [-5.02, -5.26, -1.34], [-0.51, -4.69, -0.28], [-0.09, -3.81, -1.68], [1.57, -2.60, -0.68], [1.72, -4.15, 0.03], [0.08, -2.15, 1.63], [1.23, -3.40, 2.17], [2.14, -0.96, 0.67], [3.07, -1.97, 1.80], [1.53, -1.31, 3.58], [0.52, -0.41, 2.48], [2.72, 3.43, 1.89], [3.93, 2.23, 1.38], [3.66, 2.55, 3.12], [-0.88, -4.06, 2.75], [-1.48, -1.89, 2.75], [-1.21, -0.74, 0.74], [4.31, -0.94, -8.57], [3.31, -0.22, -7.69], [2.01, -0.84, -7.77], [1.87, -1.96, -7.08], [2.70, -2.50, -6.39], [0.62, -2.42, -7.28], [0.35, -3.68, -6.67], [3.95, -1.01, -9.59], [5.27, -0.40, -8.57], [4.49, -1.95, -8.22], [3.17, 0.80, -8.05], [3.64, -0.17, -6.66], [0.60, -3.66, -5.61], [0.91, -4.47, -7.17], [-0.71, -3.87, -6.78], [-6.33, 5.02, 0.14], [-5.77, 3.89, -0.70], [-4.33, 3.91, -0.71], [-3.74, 3.44, 0.38], [-4.29, 2.99, 1.36], [-2.42, 3.56, 0.22], [-1.65, 3.17, 1.36], [-5.93, 5.98, -0.19], [-7.42, 5.04, 0.06], [-6.07, 4.90, 1.19], [-6.07, 4.02, -1.74], [-6.13, 2.92, -0.37], [-1.91, 2.17, 1.70], [-1.79, 3.89, 2.17], [-0.60, 3.17, 1.07], [6.38, -6.85, -0.80], [6.85, -7.05, 0.63], [7.40, -5.84, 1.18], [6.51, -4.92, 1.56], [5.31, -5.02, 1.50], [7.19, -3.86, 2.02], [6.35, -2.77, 2.38], [7.19, -6.44, -1.41], [6.05, -7.79, -1.23], [5.55, -6.14, -0.85], [7.66, -7.78, 0.65], [6.05, -7.42, 1.26], [5.58, -3.08, 3.09], [5.90, -2.33, 1.49], [6.98, -2.02, 2.86], [-0.40, 5.05, 5.49], [-0.35, 5.74, 4.15], [-0.09, 7.14, 4.28], [1.18, 7.46, 4.53], [2.10, 6.69, 4.63], [1.26, 8.79, 4.66], [2.55, 9.27, 5.02], [-1.11, 5.55, 6.15], [-0.69, 4.01, 5.38], [0.58, 5.08, 5.98], [-1.33, 5.66, 3.67], [0.38, 5.28, 3.48], [3.31, 8.91, 4.33], [2.80, 8.98, 6.04], [2.51, 10.36, 4.96]], "lowdin_charge": [-0.130, -0.351, 1.158, -0.263, -0.161, -0.334, -0.227, 0.156, -0.826, 0.968, 0.517, -0.442, 0.207, -0.513, -0.194, -0.168, -0.205, -0.144, -0.199, 0.040, -0.547, 0.049, 0.084, 0.281, -0.168, -0.199, 0.453, -0.645, 0.732, 0.079, 0.047, 0.065, 0.045, 0.065, 0.074, 0.078, -0.004, 0.049, 0.079, 0.101, 0.100, 0.050, 0.102, 0.077, 0.083, 0.127, 0.045, 0.125, 0.088, 0.123, 0.139, 0.104, 0.086, 0.096, 0.091, 0.092, 0.076, 0.058, -0.063, -0.207, 0.041, -0.609, 0.123, 0.001, -0.060, 0.084, 0.082, 0.075, 0.123, 0.122, 0.071, 0.104, 0.081, -0.038, -0.175, -0.101, -0.628, 0.060, -0.089, -0.009, 0.091, 0.089, 0.080, 0.143, 0.108, 0.049, 0.092, 0.093, -0.065, -0.205, 0.045, -0.608, 0.104, 0.013, -0.050, 0.084, 0.082, 0.070, 0.124, 0.123, 0.092, 0.093, 0.096, -0.059, -0.225, 0.042, -0.608, 0.119, 0.011, -0.034, 0.085, 0.076, 0.076, 0.109, 0.116, 0.096, 0.100, 0.095]}

---

{"formula": "CH6N2S2", "method": "ωB97M-V with the def2-TZVPD basis set", "e_lumo_ev": 0.5814, "fmax_ha_per_bohr": 0.096, "de_lowest_kcal_mol": 84.2, "symbols": ["C", "N", "N", "S", "S", "H", "H", "H", "H", "H", "H"], "xyz": [[0.51, -0.11, 0.04], [-1.66, 0.67, 0.20], [-0.36, 0.69, 0.67], [2.20, 0.51, 0.05], [0.35, -1.89, 0.20], [-0.24, 0.16, -1.42], [-1.99, -0.32, 0.31], [-1.60, 0.86, -0.77], [-0.08, 1.60, 0.74], [2.77, -0.58, 0.75], [-0.20, -1.69, 1.41]], "nbo_charge": [-0.226, -0.626, -0.492, 0.006, 0.019, -0.027, 0.354, 0.336, 0.375, 0.154, 0.128]}

---

{"formula": "C2H4N4", "method": "ωB97M-V with the def2-TZVPD basis set", "e_lumo_ev": 0.6225, "fmax_ha_per_bohr": 0.107, "de_lowest_kcal_mol": 57.3, "symbols": ["C", "C", "H", "H", "H", "H", "N", "N", "N", "N"], "xyz": [[-0.28, -0.96, -0.60], [0.34, 0.50, 0.83], [-0.05, 2.43, -0.78], [-1.59, 1.81, -0.85], [-0.77, -1.29, -1.61], [0.24, 1.40, 1.49], [-0.62, 1.63, -1.06], [-0.33, 0.46, -0.34], [0.41, -1.62, 0.25], [0.80, -0.69, 1.19]], "nbo_charge": [0.152, 0.133, 0.378, 0.362, 0.210, 0.204, -0.624, -0.246, -0.267, -0.301]}

---

{"formula": "CH3N5O", "method": "ωB97M-V with the def2-TZVPD basis set", "e_lumo_ev": -0.0824, "fmax_ha_per_bohr": 0.028, "de_lowest_kcal_mol": 52.0, "symbols": ["C", "H", "H", "H", "N", "N", "N", "N", "N", "O"], "xyz": [[0.01, -0.32, -0.05], [1.92, 1.13, 0.21], [3.05, -0.13, 0.14], [-2.89, -0.60, 0.35], [2.19, 0.23, -0.22], [1.20, -0.73, -0.06], [-0.53, 1.01, 0.00], [-1.78, 0.94, -0.08], [-2.14, -0.36, -0.28], [-1.04, -1.18, 0.00]], "nbo_charge": [0.491, 0.354, 0.364, 0.378, -0.639, -0.284, -0.242, 0.048, -0.154, -0.317]}

---

| no. | electronic energy (hartree) | frontier orbital gap (Eh) |
| --- | --- | --- |
| 1 | -365.3966 | 0.3550 |
| 2 | -7360.1158 | 0.2569 |
| 3 | -947.4438 | 0.3423 |
| 4 | -297.5530 | 0.3834 |
| 5 | -388.7868 | 0.3095 |